(1)
Entry from the OMol25 dataset: a 3-piece molecular cluster, C16H32ClN2OP overall (ωB97M-V/def2-TZVPD).

Summary:
strongest force on any atom	0.0051	hartree/bohr
HOMO-LUMO gap	0.4038	hartree
LUMO energy	-0.032	eV
energy	-1615.11174	Eh
total charge	0
SMILES	N#C[C@@H](Cl)[C@H](C#N)[PH2]=O.CCCCCC.CCCCCC

Geometry (Å):
N  0.625  4.901  -2.345
C  0.949  4.440  -1.348
C  1.353  3.876  -0.058
Cl  1.138  2.105  -0.114
C  2.808  4.220  0.325
C  3.000  3.973  1.749
N  3.162  3.805  2.870
P  3.474  5.913  -0.065
O  4.926  5.902  -0.298
H  0.671  4.237  0.711
H  3.489  3.561  -0.227
H  2.661  6.346  -1.122
H  3.001  6.660  1.028
C  -5.368  -1.744  0.888
C  -4.969  -0.872  -0.297
C  -3.471  -0.900  -0.598
C  -2.581  -0.404  0.542
C  -2.880  1.014  1.023
C  -2.710  2.067  -0.068
H  -4.899  -1.408  1.814
H  -6.448  -1.727  1.044
H  -5.071  -2.783  0.723
H  -5.294  0.157  -0.118
H  -5.508  -1.206  -1.188
H  -3.277  -0.310  -1.498
H  -3.179  -1.926  -0.843
H  -1.538  -0.447  0.210
H  -2.651  -1.091  1.390
H  -2.202  1.243  1.850
H  -3.890  1.070  1.439
H  -1.705  1.995  -0.490
H  -2.848  3.073  0.332
H  -3.424  1.936  -0.881
C  4.207  -3.617  0.686
C  3.494  -3.616  -0.662
C  2.870  -2.268  -1.022
C  1.805  -1.775  -0.041
C  0.632  -2.730  0.170
C  -0.145  -3.031  -1.108
H  3.519  -3.408  1.507
H  4.670  -4.584  0.885
H  4.993  -2.859  0.710
H  2.726  -4.395  -0.669
H  4.205  -3.889  -1.445
H  2.441  -2.332  -2.026
H  3.663  -1.516  -1.081
H  1.414  -0.819  -0.409
H  2.268  -1.558  0.925
H  -0.045  -2.291  0.908
H  0.988  -3.667  0.608
H  -0.526  -2.112  -1.559
H  -0.998  -3.680  -0.905
H  0.478  -3.531  -1.851


(2)
Entry from the OMol25 dataset: C16H32MnNO2PSi as an isolated structure at a distorted geometry (ωB97M-V/def2-TZVPD).

Summary:
strongest force on any atom	0.0661	hartree/bohr
HOMO-LUMO gap (alpha / beta)	0.2136 / 0.2164	hartree
LUMO energy (alpha / beta)	0.076 / -0.030	eV
energy	-2615.76301	Eh
total charge	0
multiplicity	4

Geometry (Å):
Mn  -0.079  0.076  0.198
Si  1.908  0.025  -1.582
P  -1.043  -1.593  -1.281
N  0.710  -1.258  1.005
H  -1.737  -0.040  0.376
C  -2.780  -2.092  -0.951
H  -3.093  -2.912  -1.621
H  -3.435  -1.223  -1.103
H  -2.862  -2.422  0.094
C  -1.116  -1.311  -3.104
H  -1.637  -2.160  -3.578
H  -0.111  -1.220  -3.538
H  -1.679  -0.387  -3.302
C  -0.176  -3.226  -1.208
H  -0.688  -3.965  -1.847
H  -0.184  -3.571  -0.165
H  0.867  -3.114  -1.532
C  1.844  1.188  -3.102
H  1.751  2.225  -2.742
H  1.000  0.914  -3.755
H  2.794  1.084  -3.655
H  3.123  0.522  -0.901
H  2.135  -1.306  -2.204
C  1.480  -1.945  1.800
C  1.832  -3.233  3.859
C  1.075  -2.342  3.133
C  2.772  -2.424  1.351
C  3.495  -3.320  2.102
C  3.040  -3.733  3.358
H  1.485  -3.566  4.846
H  0.109  -1.965  3.520
H  3.121  -2.098  0.351
H  4.440  -3.711  1.702
H  3.628  -4.429  3.937
C  -1.466  2.400  -1.644
O  -0.626  1.474  -1.510
C  -2.142  3.087  -0.500
H  -3.055  3.575  -0.878
H  -1.466  3.885  -0.140
H  -2.446  2.410  0.316
C  -1.795  2.959  -2.983
H  -2.871  2.848  -3.183
H  -1.208  2.481  -3.777
H  -1.580  4.034  -2.951
C  -1.188  2.327  3.404
C  -0.237  2.501  2.273
C  0.469  3.800  2.154
O  0.018  1.579  1.458
H  -1.163  3.234  4.014
H  -0.902  1.457  4.021
H  -2.220  2.166  3.044
H  1.081  3.758  1.246
H  -0.270  4.614  2.118
H  1.081  3.942  3.058


(3)
Entry from the OMol25 dataset: C16H33CdClP2 as an isolated structure at a distorted geometry (ωB97M-V/def2-TZVPD).

Summary:
strongest force on any atom	0.1005	hartree/bohr
HOMO-LUMO gap (alpha / beta)	0.1524 / 0.1470	hartree
LUMO energy (alpha / beta)	-0.476 / -0.477	eV
energy	-1939.66317	Eh
energy relative to the best compared isomer or geometry (same formula, charge and spin)	5.5801	eV
total charge	0

Geometry (Å):
P  1.694  0.488  2.252
P  1.884  -2.786  -0.805
C  1.416  0.007  0.350
C  0.791  -1.203  -0.338
H  2.468  0.057  0.042
H  0.942  0.872  -0.089
H  -0.043  -1.649  0.204
H  0.423  -0.888  -1.315
C  2.341  -2.350  -2.560
H  2.892  -3.197  -2.996
H  2.975  -1.454  -2.569
H  1.489  -2.125  -3.212
C  0.461  -3.923  -1.378
H  -0.190  -3.459  -2.158
H  -0.200  -4.188  -0.522
H  0.955  -4.836  -1.790
C  2.191  2.251  1.917
H  2.797  2.651  2.739
H  1.362  2.984  1.864
H  2.729  2.456  0.984
C  0.116  1.180  3.123
H  -0.856  0.718  2.875
H  0.034  2.279  2.919
H  0.208  1.141  4.234
Cd  -1.743  -0.249  0.629
C  -1.990  0.068  -1.463
C  -0.974  0.329  -2.392
C  -0.369  1.663  -2.732
C  -0.706  2.766  -1.714
C  -0.671  2.326  -0.289
C  -1.734  1.916  0.519
C  -3.183  1.867  -0.049
C  -3.209  1.046  -1.342
C  2.376  -1.104  2.909
H  -2.243  -1.019  -1.392
H  -0.722  -0.456  -3.150
H  -0.719  2.017  -3.736
H  0.746  1.543  -2.838
H  0.083  3.546  -1.804
H  -1.671  3.243  -1.981
H  0.257  2.586  0.238
H  -1.670  2.238  1.576
H  -3.540  2.898  -0.188
H  -3.830  1.359  0.697
H  -4.079  0.351  -1.342
H  -3.223  1.718  -2.227
H  1.562  -1.862  2.741
H  2.713  -1.044  3.961
H  3.202  -1.591  2.334
Cl  -0.096  -3.885  1.714
C  -0.983  -2.449  2.156
H  -0.455  -2.063  3.043
H  -2.010  -2.784  2.352


(4)
Entry from the OMol25 dataset: C16H33Cl3F3NNbO2 as an isolated structure at a distorted geometry (ωB97M-V/def2-TZVPD).

Summary:
strongest force on any atom	0.0515	hartree/bohr
HOMO-LUMO gap	0.2668	hartree
LUMO energy	2.774	eV
energy	-2571.77483	Eh
total charge	-1

Geometry (Å):
C  0.436  -4.316  2.006
O  -0.920  -4.049  1.725
C  -1.495  -4.859  0.723
C  -2.960  -4.442  0.536
C  -3.204  -2.948  0.786
C  -2.778  -2.018  -0.368
C  -2.703  -0.565  0.108
C  -2.871  0.522  -0.964
C  -1.710  0.844  -1.937
C  -0.971  2.128  -1.534
Nb  0.432  2.244  0.268
Cl  1.376  0.143  -0.466
C  2.232  3.322  -0.750
O  3.367  2.601  -1.347
C  4.484  2.401  -0.661
F  4.355  2.478  0.720
F  5.482  3.370  -0.947
F  5.040  1.216  -0.969
N  -0.222  4.028  0.862
C  -0.284  4.282  2.137
C  -1.617  4.218  2.879
C  0.928  4.641  2.984
H  0.621  -4.096  3.062
H  0.678  -5.370  1.808
H  1.083  -3.686  1.384
H  -0.943  -4.761  -0.214
H  -1.422  -5.918  1.022
H  -3.249  -4.676  -0.502
H  -3.597  -5.045  1.192
H  -2.678  -2.641  1.692
H  -4.278  -2.796  0.972
H  -3.495  -2.122  -1.193
H  -1.790  -2.319  -0.737
H  -1.755  -0.424  0.646
H  -3.506  -0.421  0.848
H  -3.120  1.461  -0.446
H  -3.751  0.233  -1.558
H  -2.161  0.977  -2.935
H  -1.008  0.002  -2.044
H  -0.335  2.446  -2.377
H  -1.746  2.891  -1.383
H  1.499  2.004  1.759
H  -0.722  1.408  1.421
H  2.651  4.152  -0.174
H  1.764  3.769  -1.643
H  -2.400  4.675  2.267
H  -1.589  4.723  3.845
H  -1.869  3.161  3.017
H  1.334  3.697  3.377
H  1.700  5.099  2.365
H  0.671  5.295  3.820
Cl  4.509  -3.496  -1.978
C  4.039  -2.439  -3.340
C  2.812  -1.613  -3.063
Cl  1.326  -2.594  -2.946
H  3.894  -3.083  -4.203
H  4.879  -1.773  -3.523
H  2.669  -0.919  -3.889
H  2.888  -1.045  -2.139


Question: strongest force on any atom of number 3 (C16H33CdClP2)?
Answer: 0.1005 hartree/bohr


Question: Which of these has the lowest strongest force on any atom?
Answer: C16H32ClN2OP


Question: What is the formula in the first record?
Answer: C16H32ClN2OP


Question: Among the records above, which one has the lowest total charge?
Answer: C16H33Cl3F3NNbO2